This record from the Open Molecules 2025 dataset describes a 2-piece molecular cluster, C26H28NO2 overall in a non-equilibrium geometry. The level of theory is wB97M-V/def2-TZVPD.

Element x y z (Å)
C1 5.23 3.00 -1.75
O1 4.98 1.62 -1.72
C2 3.64 1.25 -1.83
C3 3.33 -0.10 -1.60
C4 2.03 -0.52 -1.60
C5 0.96 0.38 -1.80
C6 -0.37 -0.08 -1.67
C7 -1.57 0.68 -1.56
C8 -2.80 0.00 -1.73
C9 -3.98 0.70 -1.74
C10 -4.00 2.10 -1.57
O2 -5.28 2.63 -1.67
C11 -6.18 1.56 -1.97
C12 -5.39 0.25 -1.93
C13 -2.79 2.77 -1.31
C14 -1.62 2.07 -1.28
C15 1.29 1.71 -2.14
C16 2.59 2.13 -2.14
H1 6.30 3.16 -1.58
H2 4.96 3.42 -2.72
H3 4.67 3.50 -0.95
H4 4.13 -0.78 -1.42
H5 1.81 -1.56 -1.44
H6 -0.50 -1.14 -1.64
H7 -2.82 -1.06 -1.86
H8 -6.99 1.58 -1.24
H9 -6.62 1.75 -2.96
H10 -5.49 -0.33 -2.86
H11 -5.71 -0.39 -1.10
H12 -2.82 3.83 -1.11
H13 -0.72 2.58 -0.98
H14 0.52 2.38 -2.46
H15 2.82 3.15 -2.40
C17 -1.02 -4.33 0.66
C18 -1.69 -3.90 1.79
C19 -1.20 -2.84 2.52
C20 -0.03 -2.19 2.13
C21 0.51 -1.04 2.94
C22 1.61 -1.48 3.94
C23 2.66 -0.35 3.96
C24 2.26 0.63 2.84
N1 1.16 0.00 2.07
C25 0.64 -2.64 1.01
C26 0.15 -3.70 0.27
H16 -1.40 -5.15 0.08
H17 -2.59 -4.40 2.10
H18 -1.72 -2.51 3.40
H19 -0.31 -0.56 3.50
H20 1.20 -1.67 4.94
H21 2.05 -2.42 3.60
H22 2.68 0.16 4.93
H23 3.67 -0.74 3.79
H24 1.92 1.59 3.26
H25 3.09 0.84 2.15
H26 0.47 0.67 1.72
H27 1.56 -2.15 0.73
H28 0.69 -4.04 -0.60

Properties
charge	+1
energy above the lowest of the compared OMol25 structures with the same formula, charge and spin	62.5	kJ/mol
DFT total energy	-32994.167	eV
LUMO level	-5.135	eV
strongest force on any atom	3.00	eV/A
HOMO-LUMO gap	5.8	eV